ORCA calculation (ωB97M-V/def2-TZVPD) on a 2-piece molecular cluster, C4H12N2O2S overall.

Last column: natural (NBO) charge in e.
Positions of all 21 atoms, in Å:
1 C 0.844 1.180 1.957  -0.8459
2 C 0.971 2.058 -1.589  -0.2422
3 C -2.195 -1.130 0.025  -0.8746
4 C 0.312 -0.259 -0.982  -0.1869
5 N 0.656 -1.530 -1.443  -0.8417
6 N 1.147 0.762 -1.339  -0.3758
7 O -1.849 1.352 -0.468  -0.9714
8 O -1.922 -0.132 -2.349  -0.9717
9 S -1.455 0.092 -1.014  2.1463
10 H 0.354 1.684 1.216  0.2152
11 H 0.599 0.163 2.243  0.2142
12 H 0.744 1.809 2.860  0.2089
13 H 0.051 2.452 -1.240  0.2278
14 H 1.931 1.173 1.648  0.2015
15 H 1.877 2.495 -1.796  0.1865
16 H -1.702 -2.099 -0.124  0.2359
17 H -2.147 -0.544 0.924  0.2554
18 H -3.207 -1.087 -0.220  0.2525
19 H 0.477 -1.859 -2.357  0.3741
20 H 0.349 -2.197 -0.768  0.3651
21 H 2.127 0.484 -1.616  0.4267

Energy relative to the best compared isomer or geometry (same formula, charge and spin)   428.0 kJ/mol
E_tot   -22249.340 eV
Net charge   0
LUMO energy   0.455 eV



ORCA calculation (ωB97M-V/def2-TZVPD) on a 2-piece molecular cluster, C23H38N2O2 overall.

Last column: natural (NBO) charge in e.
Positions of all 65 atoms, in Å:
1 C 4.824 4.686 2.653  -0.2539
2 C 4.935 3.939 1.722  -0.0292
3 C 5.312 3.200 0.403  -0.4625
4 C 5.231 1.617 0.622  -0.3925
5 C 4.081 1.039 -0.349  -0.4116
6 C 3.397 -0.190 0.370  0.0867
7 C 2.204 -0.678 -0.552  -0.4278
8 C 0.770 -0.192 -0.027  -0.4077
9 C -0.292 -0.813 -1.013  -0.4066
10 C -1.731 -0.158 -0.961  -0.4055
11 C -1.756 1.412 -0.733  -0.4119
12 C -2.366 1.743 0.705  -0.4149
13 C -3.893 2.207 0.572  -0.3961
14 C -4.918 1.020 0.747  -0.4098
15 C -4.896 0.354 2.197  -0.4130
16 C -6.206 0.660 3.040  -0.6166
17 O 4.421 -1.197 0.523  -0.5232
18 C 4.015 -2.270 1.312  0.7973
19 O 4.304 -3.380 0.945  -0.5381
20 C 3.245 -2.123 2.679  -0.5895
21 C 4.218 -1.657 3.853  0.1449
22 N 4.254 -2.262 4.973  -0.5809
23 H 4.926 5.412 3.485  0.2475
24 H 6.387 3.436 0.150  0.2379
25 H 4.666 3.510 -0.458  0.2282
26 H 6.187 1.127 0.291  0.2198
27 H 4.962 1.357 1.678  0.2102
28 H 4.621 0.726 -1.291  0.2203
29 H 3.341 1.836 -0.618  0.2091
30 H 2.944 0.167 1.336  0.1773
31 H 2.222 -1.796 -0.703  0.2211
32 H 2.367 -0.235 -1.582  0.2079
33 H 0.819 0.928 -0.028  0.2054
34 H 0.676 -0.621 1.017  0.1972
35 H 0.109 -0.844 -2.068  0.2123
36 H -0.411 -1.898 -0.708  0.2088
37 H -2.194 -0.337 -1.982  0.2049
38 H -2.436 -0.665 -0.237  0.2023
39 H -0.789 1.935 -0.945  0.2085
40 H -2.503 1.830 -1.475  0.2024
41 H -1.826 2.649 1.110  0.2093
42 H -2.308 0.867 1.408  0.2061
43 H -4.090 2.729 -0.410  0.2048
44 H -4.145 2.974 1.368  0.2014
45 H -5.952 1.477 0.639  0.2022
46 H -4.862 0.247 -0.078  0.1994
47 H -4.005 0.765 2.744  0.2012
48 H -4.857 -0.763 2.073  0.2067
49 H -5.969 0.585 4.144  0.2102
50 H -7.026 -0.081 2.813  0.2086
51 H -6.587 1.710 2.881  0.2039
52 H 2.848 -3.124 3.006  0.2426
53 H 2.389 -1.405 2.580  0.2350
54 H 4.849 -0.749 3.630  0.1803
55 H 3.582 -3.041 4.951  0.3284
56 N -3.452 -2.073 -4.702  -0.5081
57 C -3.188 -2.070 -6.045  -0.0775
58 C -2.187 -2.978 -6.281  -0.3087
59 C -1.837 -3.554 -5.033  -0.2948
60 C -2.635 -2.978 -4.079  -0.0838
61 H -4.139 -1.499 -4.244  0.4111
62 H -3.733 -1.424 -6.714  0.2098
63 H -1.755 -3.203 -7.243  0.2223
64 H -1.084 -4.307 -4.855  0.2210
65 H -2.693 -3.133 -3.013  0.2100

Energy relative to the best compared isomer or geometry (same formula, charge and spin)   235.7 kJ/mol
SMILES string   [H]/N=C\CC(=O)O[C@@H](CCCC#C)CCCCCCCCCC.c1cc[nH]c1
E_tot   -31537.596 eV
Net charge   0
LUMO energy   0.575 eV



ORCA calculation (ωB97M-V/def2-TZVPD) on one molecule with the formula C22H29N3O6S.

Last column: natural (NBO) charge in e.
Positions of all 61 atoms, in Å:
1 C 2.744 0.013 -5.297  -0.5990
2 C 1.230 -0.124 -5.179  -0.3985
3 C 0.511 0.895 -6.064  -0.3978
4 C -1.008 0.714 -6.133  -0.3996
5 C -1.782 1.346 -4.971  -0.2228
6 N -1.553 0.693 -3.707  -0.6151
7 C -2.344 -0.288 -3.252  0.6683
8 O -3.373 -0.655 -3.799  -0.6611
9 C -1.891 -0.924 -1.968  -0.3084
10 C -2.732 -1.851 -1.437  0.1349
11 N -2.473 -2.529 -0.302  -0.5364
12 C -1.305 -2.342 0.386  0.2713
13 C -1.035 -3.071 1.552  -0.2670
14 C 0.144 -2.867 2.230  -0.1546
15 C 1.067 -1.943 1.751  -0.3581
16 C 0.828 -1.234 0.601  -0.1217
17 C -0.370 -1.412 -0.099  -0.1965
18 C -0.630 -0.617 -1.313  0.5255
19 O 0.175 0.228 -1.698  -0.6235
20 H 1.564 -0.545 0.216  0.2651
21 S 2.580 -1.661 2.683  2.3387
22 O 2.796 -2.812 3.509  -0.9429
23 O 3.598 -1.253 1.764  -0.9326
24 N 2.301 -0.384 3.701  -0.6744
25 C 2.234 0.942 3.143  -0.2372
26 C 0.800 1.378 2.833  -0.4574
27 H 0.792 2.425 2.527  0.2218
28 H 0.366 0.784 2.029  0.2204
29 C -0.091 1.208 4.075  0.5379
30 O 0.279 2.099 5.108  -0.5404
31 C -0.608 3.193 5.069  -0.0942
32 H -0.241 3.968 4.383  0.1676
33 C -1.900 2.562 4.545  -0.0927
34 H -2.502 2.153 5.367  0.1684
35 O -1.436 1.514 3.719  -0.5336
36 H -2.506 3.239 3.943  0.1941
37 H -0.691 3.600 6.076  0.1996
38 C 0.008 -0.233 4.596  -0.4478
39 C 1.471 -0.598 4.856  -0.2362
40 H 1.851 0.028 5.670  0.2130
41 H 1.575 -1.648 5.132  0.2384
42 H -0.564 -0.314 5.521  0.2240
43 H -0.436 -0.889 3.847  0.2152
44 H 2.666 1.636 3.872  0.2107
45 H 2.849 0.940 2.243  0.2408
46 H 0.388 -3.421 3.122  0.2486
47 H -1.757 -3.792 1.907  0.2188
48 H -3.140 -3.201 0.050  0.4152
49 H -3.663 -2.060 -1.946  0.2496
50 H -0.700 0.888 -3.193  0.4358
51 H -2.853 1.269 -5.179  0.2266
52 H -1.510 2.400 -4.870  0.1916
53 H -1.252 -0.349 -6.178  0.2062
54 H -1.377 1.178 -7.051  0.2059
55 H 0.742 1.905 -5.719  0.1909
56 H 0.912 0.799 -7.077  0.1997
57 H 0.950 0.006 -4.135  0.2068
58 H 0.934 -1.131 -5.481  0.1917
59 H 3.243 -0.713 -4.660  0.2095
60 H 3.060 1.009 -4.992  0.2000
61 H 3.067 -0.149 -6.324  0.1969

Energy relative to the best compared isomer or geometry (same formula, charge and spin)   115.4 kJ/mol
SMILES string   CCCCCNC(=O)c1c[nH]c2ccc(S(=O)(=O)N3CCC4(CC3)OCCO4)cc2c1=O
E_tot   -50876.243 eV
Net charge   0
LUMO energy   -0.222 eV



ORCA calculation (ωB97M-V/def2-TZVPD) on a 12-piece molecular cluster, C17H58N12O12 overall.

Last column: Löwdin charge in e.
Positions of all 99 atoms, in Å:
1 C 14.053 -28.766 -5.793  -0.1009
2 C 13.789 -27.329 -5.625  -0.3543
3 O 12.973 -26.740 -6.598  -0.0488
4 H 14.645 -29.164 -4.952  0.0829
5 H 14.712 -29.010 -6.638  0.0667
6 H 13.120 -29.414 -5.794  0.1044
7 H 14.865 -26.954 -5.641  0.1142
8 H 13.372 -27.245 -4.613  0.1186
9 H 12.952 -25.833 -6.302  0.0264
10 C 17.780 -28.577 -2.047  -0.0739
11 C 17.579 -27.391 -2.982  -0.3368
12 O 17.693 -26.073 -2.500  -0.0790
13 H 17.404 -28.441 -1.040  0.0764
14 H 18.851 -28.770 -2.046  0.0658
15 H 17.455 -29.512 -2.520  0.0746
16 H 16.679 -27.573 -3.584  0.0879
17 H 18.351 -27.528 -3.791  0.1096
18 H 17.095 -25.510 -3.006  0.0275
19 C 15.824 -20.401 -9.269  -0.0541
20 C 15.893 -21.814 -9.824  -0.2851
21 O 16.243 -22.782 -8.846  -0.1375
22 H 16.657 -20.104 -8.744  0.0511
23 H 15.056 -20.281 -8.667  0.0077
24 H 15.724 -19.530 -10.038  0.1326
25 H 16.780 -21.780 -10.422  0.0751
26 H 15.045 -22.207 -10.421  0.1248
27 H 16.436 -23.579 -9.367  0.0084
28 C 11.925 -23.695 -6.903  -0.0341
29 C 13.467 -23.626 -6.772  -0.3765
30 O 13.983 -24.035 -5.615  -0.0374
31 H 11.538 -23.633 -7.949  0.1058
32 H 11.529 -22.930 -6.278  0.0714
33 H 11.586 -24.576 -6.508  0.0298
34 H 13.665 -22.562 -6.961  0.1015
35 H 13.937 -24.129 -7.582  0.0980
36 H 13.754 -23.429 -4.921  0.1008
37 C 17.768 -26.843 -6.678  -0.0431
38 C 17.121 -25.476 -6.398  -0.2733
39 O 17.062 -25.155 -5.020  -0.0988
40 H 18.793 -26.894 -6.361  0.0720
41 H 17.872 -27.018 -7.692  0.0259
42 H 17.159 -27.652 -6.314  0.0612
43 H 16.216 -25.391 -6.929  0.0750
44 H 17.694 -24.760 -6.963  0.0798
45 H 17.831 -24.659 -4.742  0.0221
46 C 16.889 -21.989 -5.550  -0.6588
47 O 16.980 -21.865 -4.149  -0.1631
48 N 17.864 -22.278 -6.288  0.2258
49 N 15.929 -21.616 -6.177  0.2105
50 H 18.766 -22.556 -5.805  0.1016
51 H 17.796 -22.477 -7.304  0.1166
52 H 15.139 -21.324 -5.617  0.1434
53 H 15.706 -22.054 -7.072  0.0893
54 C 20.197 -22.937 -8.786  -0.6787
55 O 21.066 -22.104 -8.256  -0.0915
56 N 20.076 -24.242 -8.565  0.1915
57 N 19.313 -22.484 -9.620  0.1365
58 H 20.505 -24.667 -7.743  0.0634
59 H 19.276 -24.704 -8.935  0.0231
60 H 19.302 -21.397 -9.757  0.1797
61 H 18.703 -23.150 -10.056  0.0316
62 C 17.385 -25.169 -10.549  -0.5745
63 O 18.400 -25.918 -9.885  -0.1212
64 N 16.200 -25.074 -10.118  0.1531
65 N 17.699 -24.251 -11.464  0.1246
66 H 15.939 -25.900 -9.565  0.0855
67 H 15.372 -24.652 -10.553  0.1573
68 H 18.730 -24.160 -11.903  0.2144
69 H 16.875 -23.697 -11.817  0.1340
70 C 20.024 -21.751 -2.302  -0.7039
71 O 21.026 -21.859 -1.450  -0.0401
72 N 19.864 -20.877 -3.244  0.1286
73 N 19.093 -22.627 -2.316  0.1270
74 H 20.594 -20.129 -3.307  0.1622
75 H 18.962 -20.601 -3.742  0.1540
76 H 19.172 -23.360 -1.541  0.2032
77 H 18.310 -22.474 -2.957  0.0803
78 C 14.883 -24.546 -2.202  -0.6626
79 O 14.636 -24.849 -0.868  -0.1520
80 N 15.338 -23.359 -2.513  0.1483
81 N 14.831 -25.447 -3.103  0.1625
82 H 15.603 -22.695 -1.742  0.1443
83 H 15.781 -23.103 -3.441  0.0703
84 H 14.615 -26.366 -2.787  0.1136
85 H 15.084 -25.281 -4.101  0.0890
86 C 20.373 -23.935 -5.124  -0.6122
87 O 20.802 -24.874 -6.048  -0.1147
88 N 20.500 -22.701 -5.268  0.1778
89 N 19.551 -24.296 -4.184  0.1570
90 H 21.035 -22.473 -6.115  0.1234
91 H 20.343 -22.012 -4.514  0.0831
92 H 19.458 -25.270 -4.202  0.0884
93 H 19.413 -23.715 -3.273  0.0667
94 C 14.712 -28.009 -9.803  -0.1177
95 O 14.721 -26.890 -8.957  -0.1377
96 H 15.704 -28.047 -10.367  0.1126
97 H 13.878 -28.041 -10.484  0.0762
98 H 14.687 -28.917 -9.172  0.0842
99 H 13.956 -26.813 -8.456  0.0294

Energy relative to the best compared isomer or geometry (same formula, charge and spin)   230.6 kJ/mol
SMILES string   NC(N)=O.NC(N)=O.NC(N)=O.NC(N)=O.NC(N)=O.NC(N)=O.CCO.CCO.CCO.CCO.CCO.CO
E_tot   -61017.160 eV
Net charge   0
LUMO energy   -0.602 eV



ORCA calculation (ωB97M-V/def2-TZVPD) on C5H10O5Rb as an isolated structure.

Last column: Löwdin charge in e.
Positions of all 21 atoms, in Å:
1 Rb -1.341 0.348 -2.855  0.8390
2 O -0.250 -3.021 -0.159  -0.3620
3 C 0.716 -2.173 -0.504  -0.5809
4 C 1.268 -2.287 -1.942  -0.5456
5 O 0.454 -1.836 -2.918  -0.5039
6 H 1.634 -2.262 0.168  0.0613
7 H 0.361 -1.093 -0.379  0.0540
8 H 1.519 -3.372 -2.052  0.0812
9 H 2.269 -1.759 -1.954  0.0595
10 C -2.811 1.578 1.628  -0.0486
11 O -1.453 1.743 1.970  0.0142
12 C -0.554 1.500 1.007  -0.6063
13 O -0.796 1.135 -0.108  -0.0072
14 O 0.655 1.685 1.512  0.0204
15 C 1.747 1.343 0.655  -0.0238
16 H -3.360 2.439 2.012  0.0908
17 H -3.188 0.638 2.022  0.1024
18 H -2.963 1.586 0.548  0.0840
19 H 2.534 2.074 0.838  0.0877
20 H 1.442 1.384 -0.385  0.0889
21 H 2.118 0.350 0.895  0.0948

Energy relative to the best compared isomer or geometry (same formula, charge and spin)   21.7 kJ/mol
E_tot   -16237.271 eV
Net charge   -1
LUMO energy   1.509 eV



| no. | frontier orbital gap (eV) |
| --- | --- |
| 1 | 8.01 |
| 2 | 8.97 |
| 3 | 8.74 |
| 4 | 7.84 |
| 5 | 2.50 |